No. 1
Computed, not measured: the ion C5H13N2 with charge +1, with ωB97M-V with the def2-TZVPD basis set.

Output
**SMILES**: C=NCC[C@H](C)[NH3+]
**Net charge**: +1
**Highest occupied orbital energy**: -14.222 eV
**Strongest force on any atom**: 0.0635 Eh/bohr
**Energy relative to the best compared isomer or geometry (same formula, charge and spin)**: 45.1 kcal/mol
**Orbital gap**: 11.217 eV
**LUMO energy**: -3.0050 eV

Cartesian coordinates (Å):
C1 2.833 0.160 1.143
N1 1.929 -0.022 0.292
C2 1.161 1.097 -0.254
C3 -0.266 0.909 0.247
C4 -0.997 -0.219 -0.553
C5 -2.498 -0.222 -0.405
N2 -0.325 -1.522 -0.348
H1 3.270 -0.742 1.580
H2 3.287 1.064 1.553
H3 1.231 1.126 -1.328
H4 1.565 2.037 0.133
H5 -0.872 1.759 0.118
H6 -0.227 0.623 1.303
H7 -0.817 0.225 -1.520
H8 -2.939 -0.011 0.567
H9 -2.831 -1.245 -0.649
H10 -3.118 0.365 -1.059
H11 -0.399 -2.147 -1.148
H12 -0.681 -1.986 0.480
H13 0.696 -1.248 -0.153

Cartesian forces, eV/Å:
0.85 -1.19 0.69
-0.64 0.01 -0.51
0.45 0.65 1.32
0.20 -2.32 0.22
-0.30 3.25 0.07
-1.14 -2.03 0.57
0.77 0.55 -0.17
0.02 0.09 -0.14
-0.55 0.53 -0.49
-0.01 -0.16 -0.50
-0.06 0.12 -0.12
-0.61 1.27 -0.04
-0.11 0.38 0.09
0.33 -1.20 -1.01
0.62 -0.05 0.45
-0.12 0.13 0.12
0.59 0.67 -0.70
-0.04 -0.08 0.00
-0.17 -0.20 0.22
-0.07 -0.43 -0.05



No. 2
Computed, not measured: a structure of composition C5H13N2, with ωB97M-V with the def2-TZVPD basis set.

Output
**Net charge**: +1
**Highest occupied orbital energy**: -13.356 eV
**Strongest force on any atom**: 0.0965 Eh/bohr
**Energy relative to the best compared isomer or geometry (same formula, charge and spin)**: 137.3 kcal/mol
**Orbital gap**: 6.558 eV
**LUMO energy**: -6.7972 eV

Cartesian coordinates (Å):
C1 0.762 0.436 2.069
C2 1.478 0.161 0.730
C3 0.790 0.476 -0.550
N1 -1.659 -2.319 -0.916
C4 -0.453 -1.623 -0.874
C5 -0.422 -0.261 -0.819
N2 -0.305 2.623 0.097
H1 0.903 -0.542 2.538
H2 -0.289 0.684 1.989
H3 2.570 0.415 0.720
H4 1.710 -0.909 0.688
H5 1.300 0.753 -1.473
H6 0.234 1.686 -0.261
H7 -1.767 -2.958 -1.689
H8 -2.444 -1.697 -0.801
H9 0.399 -2.236 -1.122
H10 -1.327 0.278 -1.082
H11 1.301 1.132 2.720
H12 -1.106 2.520 0.703
H13 -0.457 3.422 -0.511

Cartesian forces, eV/Å:
1.01 -1.22 0.22
2.07 0.62 -0.81
0.23 -3.59 -0.29
1.50 1.49 -0.36
-1.96 -1.09 -0.19
0.05 0.21 0.46
1.44 -0.29 0.28
-0.73 0.34 0.60
-0.04 -0.06 -0.08
-0.99 0.93 0.09
-0.88 -0.74 -0.44
0.09 1.38 0.41
-2.27 4.31 0.96
-0.02 -0.45 0.16
-0.36 -0.22 0.00
0.42 -0.02 0.60
0.17 -0.07 -0.25
-0.21 0.20 -0.54
0.00 -0.96 -0.14
0.47 -0.76 -0.70



No. 3
Computed, not measured: a cluster of 2 separate species, C5H13N2 in total, with ωB97M-V with the def2-TZVPD basis set.

Output
**Net charge**: +1
**Highest occupied orbital energy**: -12.464 eV
**Strongest force on any atom**: 0.0837 Eh/bohr
**Energy relative to the best compared isomer or geometry (same formula, charge and spin)**: 94.5 kcal/mol
**Orbital gap**: 8.999 eV
**LUMO energy**: -3.4641 eV

Cartesian coordinates (Å):
C1 2.493 -0.724 -0.305
C2 -2.339 -1.272 -0.105
C3 -2.039 1.185 0.290
C4 1.305 -0.179 -0.436
C5 -2.376 0.123 -0.483
N1 3.483 -0.205 0.379
N2 0.769 1.044 0.166
H1 2.760 -1.556 -0.895
H2 -1.586 -1.663 -0.785
H3 -3.142 -1.861 -0.430
H4 -2.142 -1.537 0.975
H5 -0.496 1.036 0.293
H6 -2.138 1.097 1.493
H7 -2.049 2.232 0.051
H8 0.568 -0.723 -1.076
H9 -2.643 0.249 -1.479
H10 4.179 -0.927 0.512
H11 0.846 1.941 -0.207
H12 3.353 0.613 0.952
H13 1.194 1.128 1.089

Cartesian forces, eV/Å:
-1.05 1.26 -0.44
1.30 -0.81 1.68
-0.86 -0.55 3.54
-3.50 -0.53 -2.45
0.09 1.23 1.85
2.07 -0.35 0.79
-1.49 -2.05 2.46
-0.19 -1.12 -0.37
0.67 -0.41 0.28
-1.76 -0.42 -0.42
0.05 0.55 -1.25
2.05 -0.67 -0.24
0.63 -0.30 -2.81
-0.33 0.20 -0.87
0.71 0.89 0.63
-0.14 0.61 -1.91
0.61 1.13 0.83
0.92 1.65 -1.85
0.61 -0.40 0.18
-0.41 0.09 0.36



No. 4
Computed, not measured: the ion C5H13N2 with charge +1, with ωB97M-V with the def2-TZVPD basis set.

Output
**SMILES**: CCCCNC=[NH2+]
**Net charge**: +1
**Highest occupied orbital energy**: -14.535 eV
**Strongest force on any atom**: 0.0465 Eh/bohr
**Energy relative to the best compared isomer or geometry (same formula, charge and spin)**: 29.0 kcal/mol
**Orbital gap**: 10.857 eV
**LUMO energy**: -3.6775 eV

Cartesian coordinates (Å):
C1 0.842 -1.187 -1.859
C2 1.398 0.036 -1.071
C3 1.503 -0.125 0.438
C4 0.195 -0.171 1.216
N1 -0.598 1.064 1.070
C5 -1.878 1.208 0.952
N2 -2.699 0.234 0.583
H1 1.361 -1.145 -2.822
H2 1.067 -2.139 -1.404
H3 -0.170 -0.980 -2.217
H4 2.454 0.000 -1.362
H5 1.022 0.967 -1.476
H6 2.067 0.731 0.798
H7 1.956 -1.084 0.687
H8 -0.433 -1.047 1.049
H9 0.393 -0.284 2.287
H10 -0.122 1.844 1.431
H11 -2.312 2.151 1.222
H12 -2.355 -0.462 -0.065
H13 -3.692 0.392 0.543

Cartesian forces, eV/Å:
0.15 1.88 -0.94
1.36 -1.88 -0.58
-1.46 0.28 -0.10
-0.38 -0.45 0.29
-0.12 -0.81 0.14
-0.50 -0.79 0.00
0.27 0.18 -0.55
0.17 -0.35 0.12
-0.43 -0.26 0.19
-0.41 -0.73 0.69
-0.01 0.53 0.00
-0.33 0.27 0.37
0.43 -0.19 0.40
0.58 0.23 -0.09
0.02 0.14 -0.69
0.19 0.37 0.02
0.61 1.30 0.30
-0.12 0.40 0.09
0.03 -0.34 0.36
-0.05 0.23 -0.01



No. 5
Computed, not measured: a structure of composition C5H13N2, with ωB97M-V with the def2-TZVPD basis set.

Output
**Net charge**: +1
**Highest occupied orbital energy**: -13.278 eV
**Strongest force on any atom**: 0.0621 Eh/bohr
**Energy relative to the best compared isomer or geometry (same formula, charge and spin)**: 67.5 kcal/mol
**Orbital gap**: 10.509 eV
**LUMO energy**: -2.7688 eV

Cartesian coordinates (Å):
C1 -2.138 0.579 0.601
C2 -1.977 1.053 1.862
N1 -1.293 1.001 -0.513
H1 -2.824 -0.239 0.354
H2 -2.558 0.708 2.716
H3 -1.231 1.821 2.103
H4 -0.754 1.839 -0.219
H5 -0.397 0.045 -0.669
H6 -1.904 1.219 -1.308
C3 1.579 -1.213 1.493
C4 1.474 -0.463 0.340
N2 0.595 -0.715 -0.781
C5 1.289 -0.349 -2.086
H7 1.060 -2.162 1.578
H8 2.252 -0.901 2.292
H9 2.067 0.476 0.258
H10 0.372 -1.734 -0.802
H11 0.839 -0.984 -2.937
H12 1.190 0.735 -2.279
H13 2.359 -0.716 -2.004

Cartesian forces, eV/Å:
0.25 0.26 2.05
0.02 -0.37 -1.51
-0.47 0.64 0.85
0.18 0.49 0.06
0.03 -0.11 -0.48
-0.29 -0.22 -0.28
-0.62 -0.50 -0.48
0.27 -0.29 -0.36
0.54 0.08 0.12
-0.24 1.30 -2.90
0.93 -0.31 3.04
0.62 -0.88 -0.49
0.22 -1.90 -0.68
-0.04 0.11 0.17
-0.23 -0.05 -0.31
-0.62 -0.77 -0.10
-0.02 1.04 0.04
0.43 1.30 1.33
0.20 -0.70 0.11
-1.15 0.89 -0.17



No. 6
Computed, not measured: the ion C5H13N2 with charge +2, with ωB97M-V with the def2-TZVPD basis set.

Output
**Net charge**: +2
**Highest occupied orbital energy (alpha / beta)**: -19.101 / -20.384 eV
**Strongest force on any atom**: 0.0727 Eh/bohr
**2S+1**: 2
**Energy relative to the best compared isomer or geometry (same formula, charge and spin)**: 51.1 kcal/mol
**Orbital gap (alpha / beta)**: 10.357 / 8.766 eV
**LUMO energy (alpha / beta)**: -8.7444 / -11.6186 eV

Cartesian coordinates (Å):
C1 0.038 1.815 -0.567
C2 1.045 1.268 0.584
C3 1.410 -0.245 0.564
N1 -0.779 -2.127 -0.841
C4 -0.802 -1.681 0.474
C5 0.329 -1.186 1.090
N2 -1.293 1.214 -0.817
H1 -0.139 2.866 -0.457
H2 0.692 1.651 -1.473
H3 0.643 1.453 1.598
H4 1.983 1.819 0.454
H5 1.708 -0.704 -0.390
H6 2.298 -0.428 1.248
H7 0.076 -2.366 -1.368
H8 -1.241 -3.050 -0.772
H9 -1.487 -2.228 1.111
H10 0.436 -1.368 2.147
H11 -1.798 1.847 -1.447
H12 -1.879 1.205 0.033
H13 -1.241 0.245 -1.172

Cartesian forces, eV/Å:
3.64 -0.87 -0.11
-1.85 -0.36 -0.18
0.42 -1.84 0.48
-0.31 -1.70 1.99
1.91 -2.45 -1.26
0.79 2.68 0.31
-0.55 -0.41 0.80
0.16 0.54 0.25
-1.25 0.38 0.48
0.24 0.31 -0.48
-0.37 0.07 0.00
0.12 0.77 -0.34
-1.00 0.51 -0.79
0.03 1.27 0.31
-0.79 0.72 -0.98
-0.75 0.49 -0.13
-0.41 -0.27 0.39
0.01 -0.46 -0.42
0.23 -0.06 -0.11
-0.28 0.67 -0.22



No. 7
Computed, not measured: the ion C5H13N2O with charge -1, with ωB97M-V with the def2-TZVPD basis set.

Output
**SMILES**: NCCCCNC[O-]
**Net charge**: -1
**Highest occupied orbital energy**: -2.635 eV
**Strongest force on any atom**: 0.0373 Eh/bohr
**Energy relative to the best compared isomer or geometry (same formula, charge and spin)**: 28.9 kcal/mol
**Orbital gap**: 6.160 eV
**LUMO energy**: 3.5257 eV

Cartesian coordinates (Å):
N1 0.726 -2.290 -2.598
C1 0.740 -1.883 -1.152
C2 0.973 -0.371 -0.980
C3 -0.252 0.417 -0.579
C4 -0.597 0.322 0.912
N2 -0.030 1.436 1.688
C5 -1.243 2.195 2.386
O1 -2.002 1.477 3.166
H1 1.610 -2.675 -2.916
H2 0.481 -1.512 -3.204
H3 1.558 -2.426 -0.681
H4 -0.268 -2.179 -0.868
H5 1.552 -0.015 -1.843
H6 1.746 -0.206 -0.201
H7 -1.070 0.100 -1.242
H8 -0.010 1.432 -0.922
H9 -0.272 -0.657 1.290
H10 -1.692 0.271 0.974
H11 0.445 0.926 2.431
H12 -1.665 2.589 1.436
H13 -0.730 3.050 2.903

Cartesian forces, eV/Å:
0.25 -0.30 -0.04
0.09 0.40 -1.88
1.44 -0.64 0.99
0.42 0.38 -1.35
-0.43 0.19 -0.81
-0.46 -0.86 0.49
1.10 -0.26 -0.02
-0.13 -0.12 -0.13
-0.12 0.33 0.14
0.11 -0.09 0.20
-0.44 -0.37 0.26
0.27 0.03 1.05
-0.66 0.11 -0.34
-0.44 -0.16 0.11
-0.17 -0.08 0.26
-0.49 0.20 0.70
0.12 0.07 -0.07
0.08 0.31 0.40
0.01 0.60 0.36
-0.59 0.32 -0.06
0.05 -0.05 -0.25



No. 8
Computed, not measured: the ion C5H13N2O with charge -1, with ωB97M-V with the def2-TZVPD basis set.

Output
**SMILES**: C[C@H](C[O-])NCCN
**Net charge**: -1
**Highest occupied orbital energy**: -2.254 eV
**Strongest force on any atom**: 0.0218 Eh/bohr
**Energy relative to the best compared isomer or geometry (same formula, charge and spin)**: 25.9 kcal/mol
**Orbital gap**: 5.659 eV
**LUMO energy**: 3.4052 eV

Cartesian coordinates (Å):
C1 -0.338 -1.630 0.796
C2 -0.350 -0.844 -0.494
C3 -0.146 -1.840 -1.693
O1 -1.243 -2.555 -1.984
N1 0.516 0.341 -0.633
C4 0.956 1.020 0.583
C5 0.088 2.252 0.801
N2 0.297 2.801 2.163
H1 -1.092 -2.410 0.718
H2 0.651 -2.047 1.024
H3 -0.525 -1.027 1.688
H4 -1.378 -0.526 -0.670
H5 0.719 -2.493 -1.359
H6 0.236 -1.207 -2.537
H7 1.329 0.067 -1.184
H8 0.917 0.393 1.472
H9 1.992 1.332 0.436
H10 0.394 3.005 0.074
H11 -0.964 2.043 0.616
H12 -0.459 3.436 2.405
H13 1.099 3.423 2.125

Cartesian forces, eV/Å:
0.62 0.43 0.70
-0.78 0.01 -0.80
-0.26 -0.31 0.26
0.17 0.09 0.05
0.90 -0.53 0.22
-0.46 -0.07 -0.66
0.54 0.55 0.42
-0.20 0.35 0.01
0.12 -0.10 -0.07
0.00 -0.33 -0.37
-0.50 0.13 0.01
-0.20 0.16 0.13
0.19 0.22 -0.18
0.11 0.04 -0.05
-0.25 -0.01 0.15
0.04 -0.04 0.14
0.11 0.10 0.17
-0.19 -0.03 -0.39
0.01 -0.25 0.19
-0.12 -0.20 -0.04
0.16 -0.21 0.11



No. 9
Computed, not measured: the ion C5H13N2O with charge -1, with ωB97M-V with the def2-TZVPD basis set.

Output
**SMILES**: NCCC[C@@H](N)C[O-]
**Net charge**: -1
**Highest occupied orbital energy**: -2.369 eV
**Strongest force on any atom**: 0.0407 Eh/bohr
**Energy relative to the best compared isomer or geometry (same formula, charge and spin)**: 29.1 kcal/mol
**Orbital gap**: 6.128 eV
**LUMO energy**: 3.7598 eV

Cartesian coordinates (Å):
N1 -2.397 0.789 -1.086
C1 -2.402 -0.039 0.119
C2 -1.222 -0.989 0.295
C3 0.082 -0.606 -0.457
C4 1.120 0.303 0.185
N2 1.210 0.040 1.607
C5 2.551 0.339 -0.520
O1 3.573 0.117 0.346
H1 -1.506 0.849 -1.549
H2 -2.738 1.728 -0.923
H3 -3.315 -0.648 0.138
H4 -2.549 0.592 0.988
H5 -0.886 -1.172 1.319
H6 -1.344 -2.046 0.029
H7 0.578 -1.578 -0.599
H8 -0.069 -0.320 -1.505
H9 0.668 1.323 0.105
H10 2.132 -0.345 1.777
H11 1.252 0.892 2.139
H12 2.624 -0.501 -1.300
H13 2.639 1.271 -1.107

Cartesian forces, eV/Å:
-0.38 -0.02 -0.40
-0.75 -0.43 0.39
1.79 -0.21 -0.37
0.67 -1.52 -0.42
-0.97 1.84 -0.04
-0.13 -0.51 0.70
0.94 -1.86 0.14
-0.34 0.50 0.18
0.17 -0.04 0.21
0.13 -0.22 0.11
-0.03 -0.04 -0.27
0.47 0.27 0.39
-0.34 0.90 0.32
-1.07 0.31 -0.68
0.20 0.03 0.10
-0.19 0.19 0.09
0.38 -0.27 -0.04
0.60 -0.23 -0.36
-0.15 0.36 -0.11
-0.83 0.56 0.11
-0.18 0.40 -0.06



No. 10
Computed, not measured: the molecule C5H13N2O, with ωB97M-V with the def2-TZVPD basis set.

Output
**Net charge**: 0
**Highest occupied orbital energy (alpha / beta)**: -3.299 / -8.388 eV
**Strongest force on any atom**: 0.0366 Eh/bohr
**2S+1**: 2
**Energy relative to the best compared isomer or geometry (same formula, charge and spin)**: 67.8 kcal/mol
**Orbital gap (alpha / beta)**: 4.093 / 8.849 eV
**LUMO energy (alpha / beta)**: 0.7937 / 0.4607 eV

Cartesian coordinates (Å):
C1 1.274 -1.509 0.892
O1 1.545 -1.057 2.255
C2 0.777 -0.333 0.083
C3 -0.705 -0.078 0.181
C4 -1.508 0.508 -0.966
C5 -2.286 1.562 -0.752
N1 -1.299 -0.038 -2.213
N2 1.594 0.905 0.535
H1 0.514 -2.281 0.973
H2 2.228 -1.842 0.482
H3 1.619 -1.885 2.748
H4 1.127 -0.451 -0.947
H5 -1.068 0.441 1.038
H6 -1.151 -1.076 0.293
H7 -2.263 2.135 0.163
H8 -3.000 1.981 -1.455
H9 -0.931 -0.945 -2.422
H10 -1.782 0.433 -2.952
H11 2.460 0.595 1.021
H12 1.060 1.358 1.300
H13 1.796 1.577 -0.258

Cartesian forces, eV/Å:
0.37 0.83 1.03
-0.34 -0.57 -0.60
0.91 0.77 -0.16
-1.28 -1.06 -0.88
1.39 0.09 0.01
-0.79 0.79 0.16
-0.30 0.39 -0.20
-0.78 -0.74 0.64
0.00 -0.29 -0.45
-0.15 -0.36 -0.20
0.14 0.28 0.37
-0.37 -0.14 -0.12
0.35 0.41 0.90
0.02 -0.13 0.10
0.13 -0.38 0.27
0.29 -0.27 -0.37
-0.06 -0.14 0.37
0.00 -0.16 -0.33
0.27 0.19 -0.48
0.06 0.42 -0.17
0.14 0.07 0.09



No. 11
Computed, not measured: a structure of composition C5H13N2O, with ωB97M-V with the def2-TZVPD basis set.

Output
**Net charge**: +1
**Highest occupied orbital energy**: -14.986 eV
**Strongest force on any atom**: 0.1236 Eh/bohr
**Energy relative to the best compared isomer or geometry (same formula, charge and spin)**: 210.7 kcal/mol
**Orbital gap**: 5.881 eV
**LUMO energy**: -9.1053 eV

Cartesian coordinates (Å):
O1 0.488 2.361 0.308
C1 0.969 1.201 0.279
N1 1.308 -0.010 0.544
C2 3.258 1.476 2.516
C3 -1.506 -0.753 -0.670
N2 -2.093 -1.805 -1.486
C4 -1.253 -1.964 -2.684
C5 -2.376 -0.038 0.356
H1 2.487 2.079 3.007
H2 3.963 1.124 3.226
H3 3.783 2.101 1.770
H4 2.707 0.641 1.993
H5 -0.656 -1.138 -0.035
H6 0.608 0.279 -0.495
H7 -0.894 -0.021 -1.355
H8 -1.505 -2.834 -3.310
H9 -0.157 -2.014 -2.518
H10 -1.463 -1.078 -3.322
H11 -3.128 0.560 -0.111
H12 -2.844 -0.778 1.035
H13 -1.697 0.612 0.950

Cartesian forces, eV/Å:
2.76 -5.68 -0.75
-1.47 4.40 3.77
-2.15 3.78 -3.60
-1.33 0.17 -1.46
-0.47 0.42 -1.60
3.45 1.97 -0.20
-1.04 -1.15 -0.01
0.51 -0.71 0.93
0.29 0.02 0.03
0.49 -0.51 0.60
-0.32 -0.33 0.31
1.12 0.72 0.81
-0.22 -0.84 -0.41
1.15 -2.36 0.41
-1.16 -1.27 0.82
-0.41 0.22 0.63
-0.38 0.60 0.44
0.02 0.03 0.30
-0.49 0.38 -0.33
0.21 0.47 -0.34
-0.55 -0.35 -0.33



No. 12
Computed, not measured: a cluster of 2 separate species, C5H13N2O in total, with ωB97M-V with the def2-TZVPD basis set.

Output
**Net charge**: +1
**Highest occupied orbital energy**: -13.384 eV
**Strongest force on any atom**: 0.0437 Eh/bohr
**Energy relative to the best compared isomer or geometry (same formula, charge and spin)**: 69.7 kcal/mol
**Orbital gap**: 9.850 eV
**LUMO energy**: -3.5345 eV

Cartesian coordinates (Å):
C1 0.859 -0.463 0.470
C2 -0.522 -0.869 -0.032
C3 -1.260 0.391 -0.530
C4 -1.918 0.410 -1.676
C5 -1.447 2.606 0.259
N1 -1.260 1.376 0.501
N2 1.432 0.751 -0.289
H1 0.675 -0.066 1.465
H2 1.642 -1.195 0.342
H3 -1.238 -1.170 0.729
H4 -0.420 -1.559 -0.865
H5 -1.984 -0.465 -2.308
H6 -2.559 1.225 -1.992
H7 -1.806 3.077 -0.660
H8 -1.476 3.225 1.152
H9 2.448 0.784 -0.179
H10 1.501 0.535 -1.281
H11 0.913 1.570 0.030
H12 2.479 -3.060 2.248
H13 2.182 -3.739 0.933
O1 1.762 -3.363 1.683

Cartesian forces, eV/Å:
-0.38 0.62 0.35
-0.31 1.61 -1.53
0.22 -0.72 0.19
-0.69 0.23 -0.28
-1.12 0.12 0.97
0.59 0.10 -0.72
0.90 -1.64 -0.24
0.81 -0.37 0.26
-0.23 -0.48 0.67
0.77 -0.81 0.40
-0.33 -0.33 0.19
0.33 -0.03 -0.02
0.12 0.11 0.18
0.46 -0.30 -0.33
0.20 0.33 -0.15
-0.10 0.62 1.33
-1.50 0.58 -0.55
0.21 0.40 -0.69
0.01 -0.15 0.12
0.61 -0.76 -1.00
-0.57 0.89 0.85